(1)
Molecular formula: C70H60As2BiBrN4O10P2Te
Method: DFT, the ωB97M-V functional and the def2-TZVPD basis

Structure (ORCA input):
```
! RIJCOSX wB97M-V def2-TZVPD def2/J DEFGRID3
* xyz 0 1
Bi 0.11 0.00 -0.17
Te -0.49 2.94 -2.79
C -1.22 4.82 -3.39
C -2.07 4.95 -4.47
C -2.56 6.21 -4.78
N -2.25 7.32 -4.11
C -1.41 7.17 -3.08
C -0.87 5.96 -2.68
C -0.79 3.36 -0.68
P -2.18 2.18 -0.30
C -3.53 2.93 -1.29
C -3.74 4.31 -1.28
C -4.75 4.86 -2.06
C -5.54 4.04 -2.85
C -5.32 2.67 -2.88
C -4.31 2.12 -2.10
C -2.75 2.45 1.44
C -2.16 1.65 2.42
C -2.56 1.68 3.74
C -3.61 2.50 4.11
C -4.23 3.30 3.16
C -3.80 3.28 1.84
P 0.65 2.72 0.17
C 2.17 3.53 -0.41
C 2.93 2.99 -1.46
C 4.01 3.70 -1.97
C 4.35 4.93 -1.44
C 3.61 5.46 -0.39
C 2.53 4.76 0.12
C 0.55 3.33 1.89
C -0.38 4.31 2.23
C -0.48 4.75 3.54
C 0.35 4.22 4.52
C 1.31 3.28 4.17
C 1.42 2.84 2.86
H -2.39 4.09 -5.05
H -3.25 6.34 -5.61
H -1.16 8.08 -2.54
H -0.22 5.90 -1.81
H -3.09 4.95 -0.70
H -4.91 5.93 -2.05
H -6.32 4.47 -3.47
H -5.92 2.03 -3.51
H -4.13 1.05 -2.11
H -1.34 0.99 2.13
H -2.08 1.04 4.47
H -3.97 2.50 5.14
H -5.06 3.93 3.44
H -4.30 3.91 1.12
H 2.69 2.02 -1.86
H 4.59 3.28 -2.78
H 5.19 5.49 -1.85
H 3.88 6.42 0.03
H 1.97 5.18 0.94
H -1.03 4.71 1.46
H -1.22 5.50 3.80
H 0.26 4.56 5.54
H 1.99 2.88 4.93
H 2.19 2.13 2.59
C 4.36 6.03 4.69
O 4.51 5.36 3.45
C 4.98 4.09 3.47
C 5.15 3.49 2.22
C 5.62 2.20 2.13
C 5.94 1.48 3.29
C 5.80 2.10 4.53
C 5.29 3.39 4.63
N 6.60 0.20 3.30
N 6.34 -0.67 2.47
C 5.22 -0.53 1.60
C 5.43 -0.61 0.24
C 4.39 -0.42 -0.67
C 3.09 -0.22 -0.24
O 2.10 -0.02 -1.09
C 2.85 -0.29 1.17
N 1.55 -0.26 1.61
C 1.25 -0.40 2.88
C 2.25 -0.58 3.85
C 3.56 -0.58 3.46
C 3.90 -0.44 2.09
H 4.00 7.03 4.46
H 5.32 6.10 5.21
H 3.64 5.52 5.33
H 4.93 4.06 1.33
H 5.78 1.76 1.16
H 6.08 1.55 5.42
H 5.18 3.84 5.60
H 6.44 -0.75 -0.11
H 4.57 -0.44 -1.74
H 0.21 -0.39 3.16
H 1.96 -0.75 4.88
H 4.34 -0.74 4.20
Br -1.40 -2.48 -2.62
C -0.92 -4.14 -1.83
C -1.40 -5.23 -2.44
C -1.14 -6.54 -1.89
C -0.43 -6.68 -0.77
C 0.14 -5.55 -0.03
C 0.84 -5.89 1.07
C 1.56 -5.01 2.04
C 2.19 -3.79 1.41
C 0.23 -2.95 -0.11
C -0.11 -4.17 -0.58
H -2.00 -5.13 -3.33
H -1.53 -7.41 -2.40
H -0.25 -7.66 -0.36
H 0.87 -6.95 1.30
H 2.29 -5.57 2.62
H 2.75 -3.26 2.18
C 2.99 -3.92 0.14
O 0.96 -2.98 1.25
C 0.13 -3.31 2.44
O 0.68 -4.43 2.99
C -0.90 -2.59 2.89
C -1.32 -2.68 4.25
As -2.91 -1.96 5.07
C -4.02 -3.57 5.34
C -3.95 -1.26 3.55
C -3.50 -0.99 2.32
As -1.92 -1.76 1.46
C -2.88 -3.37 0.89
C -4.27 -0.24 1.28
O -3.93 -0.25 0.11
O -5.30 0.47 1.73
C -6.03 1.18 0.73
C -5.29 -0.81 4.05
O -5.45 0.10 4.81
O -6.25 -1.65 3.64
C -7.58 -1.35 4.07
C -0.30 -2.90 5.22
O 0.92 -2.92 5.07
O -0.83 -3.08 6.48
C 0.10 -3.25 7.54
H 2.93 -3.02 -0.46
H 2.66 -4.76 -0.47
H 4.03 -4.07 0.42
H -3.57 -4.13 6.16
H -4.04 -4.17 4.44
H -5.03 -3.28 5.62
H -3.44 -3.73 1.75
H -2.18 -4.14 0.55
H -3.57 -3.11 0.08
H -6.92 1.55 1.23
H -6.29 0.51 -0.09
H -5.44 2.01 0.34
H -8.24 -1.57 3.23
H -7.67 -0.31 4.37
H -7.84 -1.99 4.92
H -0.45 -3.06 8.46
H 0.94 -2.57 7.44
H 0.48 -4.28 7.55
*
```

* strongest force on any atom: 1.13 eV Å⁻¹
* ΔE to the lowest compared entry with this formula, charge and spin: 134.0 kcal per mole
* LUMO level: -0.8 eV
* HOMO energy: -6.28 eV
* E: -11885.43604 hartree
* molar mass: 1745.5 g/mol
* gap between HOMO and LUMO: 5.493 eV

Mulliken population analysis, charges in e, atoms 1 to 6: Bi 1.35; Te 0.41; C 0.37; C -0.41; C -0.41; N -0.67

(2)
Molecular formula: H5OS2
Method: DFT, the ωB97M-V functional and the def2-TZVPD basis

Structure (ORCA input):
```
! RIJCOSX wB97M-V def2-TZVPD def2/J DEFGRID3
* xyz 2 2
O 3.01 -0.95 -1.23
H 3.59 -0.15 -1.37
H 2.08 -0.70 -0.92
H -1.15 0.28 0.45
S 0.20 0.72 -0.83
S -1.87 -0.37 1.61
H -0.66 1.24 -1.73
H -2.71 0.62 1.97
*
```

* strongest force on any atom: 2.52 eV Å⁻¹
* ΔE to the lowest compared entry with this formula, charge and spin: 98.4 kcal per mole
* LUMO level (spin up / spin down): -15.5 / -15.8 eV
* HOMO energy (spin up / spin down): -20.46 / -19.87 eV
* E: -873.57468 hartree
* molar mass: 85.2 g/mol
* gap between HOMO and LUMO (spin up / spin down): 4.938 / 4.067 eV

Mulliken population analysis, charges in e, atoms 1 to 6: O -0.35; H 0.42; H 0.30; H 0.28; S 0.21; S 0.37

(3)
Molecular formula: C6H18O3S3
Method: DFT, the ωB97M-V functional and the def2-TZVPD basis

Structure (ORCA input):
```
! RIJCOSX wB97M-V def2-TZVPD def2/J DEFGRID3
* xyz 0 1
C -13.87 27.19 15.69
S -13.09 26.25 17.07
O -12.82 27.26 18.16
C -14.65 25.45 17.61
H -13.04 27.77 15.28
H -14.58 27.89 16.12
H -14.29 26.55 14.92
H -15.04 24.68 16.93
H -15.55 26.05 17.75
H -14.41 24.95 18.55
C -16.92 26.07 20.74
S -16.76 26.65 22.48
O -17.72 25.97 23.41
C -15.10 26.07 22.92
H -17.98 26.00 20.46
H -16.41 25.13 20.54
H -16.61 26.87 20.07
H -15.05 25.00 22.67
H -14.97 26.13 23.99
H -14.37 26.63 22.33
C -18.02 27.32 16.07
S -18.07 25.60 15.49
O -16.63 25.25 15.27
C -18.67 25.92 13.80
H -17.43 27.90 15.36
H -17.42 27.30 16.98
H -18.96 27.87 16.07
H -19.73 26.15 13.62
H -18.47 25.02 13.23
H -18.04 26.74 13.48
*
```

* strongest force on any atom: 2.21 eV Å⁻¹
* ΔE to the lowest compared entry with this formula, charge and spin: 6.5 kcal per mole
* LUMO level: 0.4 eV
* HOMO energy: -8.65 eV
* E: -1659.55843 hartree
* molar mass: 234.4 g/mol
* gap between HOMO and LUMO: 9.026 eV

Mulliken population analysis, charges in e, atoms 1 to 6: C -0.78; S 0.44; O -0.62; C -0.49; H 0.38; H 0.20

(4)
Molecular formula: C4H6N2
Method: DFT, the ωB97M-V functional and the def2-TZVPD basis

Structure (ORCA input):
```
! RIJCOSX wB97M-V def2-TZVPD def2/J DEFGRID3
* xyz 0 1
C -1.37 0.22 0.93
N -0.02 0.56 0.47
C 0.14 0.56 -0.96
C 0.69 -0.55 -0.14
C 2.14 -0.64 -0.09
N 3.29 -0.74 -0.24
H -1.36 0.00 2.00
H -1.81 -0.64 0.39
H -2.02 1.09 0.76
H 0.84 1.31 -1.34
H -0.71 0.33 -1.61
H 0.19 -1.51 -0.17
*
```

* strongest force on any atom: 1.13 eV Å⁻¹
* structure (SMILES): CN1C[C@H]1C#N
* ΔE to the lowest compared entry with this formula, charge and spin: 44.9 kcal per mole
* LUMO level: 0.9 eV
* HOMO energy: -10.06 eV
* E: -265.46404 hartree
* molar mass: 82.1 g/mol
* gap between HOMO and LUMO: 10.946 eV

Mulliken population analysis, charges in e, atoms 1 to 6: C -0.81; N -0.34; C -0.41; C 0.36; C -0.18; N -0.40

(5)
Molecular formula: C27H24MnN4O9P
Method: DFT, the ωB97M-V functional and the def2-TZVPD basis

Structure (ORCA input):
```
! RIJCOSX wB97M-V def2-TZVPD def2/J DEFGRID3
* xyz -1 6
Mn -0.34 -0.83 -0.42
C -0.45 1.49 -3.24
O -0.92 1.37 -1.91
C -0.81 2.49 -1.13
C -0.63 3.75 -1.67
C -0.53 4.86 -0.84
C -0.60 4.70 0.54
C -0.77 3.44 1.08
C -0.88 2.33 0.26
N -1.03 1.00 0.76
N -1.26 0.99 2.01
C -1.49 -0.16 2.70
C -1.73 -1.43 2.11
O -1.73 -1.67 0.85
C -2.06 -2.52 3.00
C -2.13 -2.36 4.34
C -1.90 -1.08 4.95
C -1.99 -0.92 6.35
C -1.77 0.30 6.93
C -1.46 1.39 6.12
C -1.36 1.26 4.75
C -1.59 0.01 4.13
H -1.15 2.06 -3.86
H -0.34 0.49 -3.63
H 0.53 1.97 -3.26
H -0.57 3.88 -2.75
H -0.38 5.84 -1.27
H -0.51 5.56 1.19
H -0.81 3.29 2.15
H -2.23 -3.49 2.54
H -2.36 -3.20 4.99
H -2.22 -1.79 6.95
H -1.84 0.41 8.01
H -1.28 2.36 6.57
H -1.11 2.11 4.14
O 3.10 -0.98 1.97
C 2.42 -0.97 0.96
O 1.18 -1.28 0.91
C 3.13 -0.60 -0.35
C 4.49 -0.48 -0.28
C 5.26 -0.16 -1.40
C 4.67 0.02 -2.64
C 3.30 -0.13 -2.73
C 2.45 -0.40 -1.61
O 1.18 -0.40 -1.73
N 2.74 0.02 -4.07
O 3.36 0.71 -4.87
O 1.74 -0.61 -4.38
N 6.70 -0.03 -1.29
O 7.33 0.23 -2.30
O 7.21 -0.20 -0.20
H 4.96 -0.62 0.68
H 5.26 0.26 -3.51
C -2.64 -3.51 -1.63
P -1.73 -2.05 -2.25
C -3.10 -1.11 -3.06
C -0.83 -2.75 -3.68
H -3.22 -3.98 -2.42
H -3.28 -3.20 -0.81
H -1.92 -4.23 -1.23
H -3.16 -1.34 -4.12
H -2.95 -0.03 -2.93
H -4.04 -1.37 -2.58
H -1.51 -3.19 -4.41
H -0.15 -3.53 -3.31
H -0.21 -1.98 -4.15
*
```

* strongest force on any atom: 0.76 eV Å⁻¹
* ΔE to the lowest compared entry with this formula, charge and spin: 5.4 kcal per mole
* LUMO level (spin up / spin down): 1.9 / 1.9 eV
* HOMO energy (spin up / spin down): -4.91 / -5.13 eV
* E: -3431.83805 hartree
* molar mass: 634.4 g/mol
* gap between HOMO and LUMO (spin up / spin down): 6.798 / 6.990 eV

Mulliken population analysis, charges in e, atoms 1 to 6: Mn 0.89; C -1.01; O -0.06; C 0.08; C -0.58; C -0.62

(6)
Molecular formula: C18H18N4OS
Method: DFT, the ωB97M-V functional and the def2-TZVPD basis

Structure (ORCA input):
```
! RIJCOSX wB97M-V def2-TZVPD def2/J DEFGRID3
* xyz 0 1
O 2.93 2.11 -0.31
C 2.45 1.10 0.16
N 3.10 -0.11 0.21
C 4.40 -0.42 -0.21
C 5.26 0.52 -0.78
C 6.53 0.13 -1.17
C 6.96 -1.18 -1.00
C 6.10 -2.10 -0.43
C 4.83 -1.73 -0.04
N 1.19 1.09 0.70
C 0.50 -0.09 1.18
C -0.89 0.29 1.69
N -1.64 0.97 0.66
C -2.83 0.51 0.27
N -3.47 -0.46 0.83
C -4.68 -0.68 0.23
C -5.60 -1.65 0.60
C -6.78 -1.76 -0.10
C -7.07 -0.91 -1.16
C -6.16 0.07 -1.55
C -4.98 0.17 -0.85
S -3.66 1.29 -1.10
C -0.94 1.99 -0.10
C 0.39 2.29 0.58
H 2.61 -0.90 0.61
H 4.93 1.53 -0.91
H 7.19 0.86 -1.61
H 7.95 -1.47 -1.30
H 6.42 -3.13 -0.29
H 4.17 -2.46 0.41
H 1.05 -0.55 2.01
H 0.38 -0.83 0.37
H -1.45 -0.61 1.96
H -0.81 0.93 2.58
H -5.37 -2.31 1.43
H -7.50 -2.51 0.19
H -8.00 -1.01 -1.69
H -6.38 0.73 -2.37
H -0.76 1.64 -1.12
H -1.55 2.89 -0.15
H 0.22 2.74 1.56
H 0.97 3.00 -0.02
*
```

* strongest force on any atom: 0.83 eV Å⁻¹
* structure (SMILES): O=C(Nc1ccccc1)N1CCN(c2nc3ccccc3s2)CC1
* ΔE to the lowest compared entry with this formula, charge and spin: 0.0 kcal per mole
* LUMO level: 0.5 eV
* HOMO energy: -7.97 eV
* E: -1389.22391 hartree
* molar mass: 338.4 g/mol
* gap between HOMO and LUMO: 8.447 eV

Mulliken population analysis, charges in e, atoms 1 to 6: O -0.71; C 0.63; N 0.02; C 0.73; C -0.42; C -0.60

(7)
Molecular formula: Cl3Na7O16S4
Method: DFT, the ωB97M-V functional and the def2-TZVPD basis

Structure (ORCA input):
```
! RIJCOSX wB97M-V def2-TZVPD def2/J DEFGRID3
* xyz -4 1
Na 1.09 2.74 -0.77
Na -0.81 -3.52 -1.64
Na -2.74 -0.07 0.32
Na -1.59 2.52 -2.57
Na 0.86 -1.25 -2.42
Na 1.22 -1.89 1.29
Na -0.31 0.84 1.80
Cl -0.97 -2.86 -4.14
Cl 0.14 2.94 -4.02
Cl -0.86 0.21 -1.06
S -2.41 -1.34 2.66
O -2.90 -1.95 1.41
O -2.59 0.16 2.48
O -3.13 -1.66 3.87
O -0.93 -1.56 2.77
S 1.88 -3.94 -1.15
O 0.83 -3.49 -0.14
O 2.13 -2.79 -2.02
O 3.05 -4.27 -0.36
O 1.42 -5.04 -1.99
S 2.92 0.61 1.24
O 2.56 1.78 0.43
O 1.94 0.44 2.39
O 2.92 -0.60 0.42
O 4.20 0.90 1.88
S -1.60 4.62 -0.10
O -0.25 4.19 0.22
O -1.41 5.64 -1.12
O -2.32 3.49 -0.78
O -2.35 5.14 1.08
*
```

* strongest force on any atom: 3.33 eV Å⁻¹
* LUMO level: 5.9 eV
* HOMO energy: 1.55 eV
* E: -5313.89012 hartree
* molar mass: 651.5 g/mol
* gap between HOMO and LUMO: 4.371 eV

Mulliken population analysis, charges in e, atoms 1 to 6: Na 1.14; Na 0.70; Na 0.80; Na 0.66; Na 0.80; Na 0.96

(8)
Molecular formula: C22H10Cl72O4S
Method: DFT, the ωB97M-V functional and the def2-TZVPD basis

Structure (ORCA input):
```
! RIJCOSX wB97M-V def2-TZVPD def2/J DEFGRID3
* xyz 0 1
O 5.36 -0.74 7.38
S 4.09 -1.41 7.39
O 4.26 -2.55 6.23
O 3.03 -0.39 6.70
C 2.87 -0.34 5.27
C 1.59 -1.03 4.76
C 0.97 -2.11 5.65
C 0.15 -1.56 6.82
O -1.06 -0.97 6.32
H 3.72 -3.31 6.50
H 2.81 0.72 5.02
H 3.76 -0.72 4.77
H 0.82 -0.27 4.60
H 1.84 -1.49 3.80
H 1.69 -2.85 6.00
H 0.25 -2.66 5.04
H -0.13 -2.38 7.48
H 0.71 -0.82 7.40
H -1.02 -0.03 6.46
C 8.00 0.89 4.88
Cl 9.18 0.83 3.56
Cl 8.33 -0.41 6.01
Cl 8.10 2.44 5.71
Cl 6.37 0.70 4.20
C -1.21 1.52 2.00
Cl 0.46 2.08 2.17
Cl -1.42 0.75 0.43
Cl -1.57 0.36 3.28
Cl -2.31 2.90 2.14
C -3.19 3.34 -2.82
Cl -1.80 2.46 -3.49
Cl -3.02 5.06 -3.19
Cl -4.67 2.73 -3.57
Cl -3.23 3.10 -1.08
C 5.28 2.85 8.98
Cl 4.32 4.29 9.32
Cl 6.99 3.21 9.22
Cl 4.80 1.55 10.08
Cl 5.01 2.33 7.32
C 0.15 -3.31 -0.06
Cl 0.21 -2.35 1.43
Cl -0.39 -2.27 -1.39
Cl 1.77 -3.92 -0.42
Cl -0.97 -4.65 0.12
C -7.22 4.67 -6.09
Cl -7.43 2.92 -6.10
Cl -7.88 5.36 -7.59
Cl -8.07 5.36 -4.71
Cl -5.50 5.06 -5.99
C -4.63 -2.06 2.27
Cl -5.04 -2.12 3.99
Cl -2.91 -2.36 2.08
Cl -5.57 -3.27 1.40
Cl -5.01 -0.45 1.64
C 3.75 -3.26 11.77
Cl 4.55 -2.41 10.45
Cl 2.46 -2.25 12.42
Cl 3.07 -4.78 11.16
Cl 4.92 -3.62 13.04
C -0.64 4.12 -7.17
Cl 0.37 4.91 -8.38
Cl -2.08 5.08 -6.86
Cl -1.12 2.52 -7.76
Cl 0.28 3.93 -5.68
C -11.75 4.78 -10.39
Cl -12.79 6.17 -10.09
Cl -10.28 4.92 -9.41
Cl -12.59 3.29 -9.97
Cl -11.31 4.74 -12.10
C 3.89 3.67 -11.02
Cl 3.02 3.17 -9.57
Cl 4.54 2.25 -11.85
Cl 2.79 4.53 -12.10
Cl 5.22 4.75 -10.55
C -11.26 0.31 -7.18
Cl -11.50 -0.58 -8.69
Cl -10.75 1.95 -7.55
Cl -12.78 0.34 -6.28
Cl -10.01 -0.50 -6.22
C 2.84 -9.11 11.46
Cl 4.33 -8.25 11.86
Cl 2.07 -9.67 12.94
Cl 1.74 -8.01 10.61
Cl 3.21 -10.49 10.42
C -4.69 -0.32 -6.63
Cl -3.37 0.32 -5.64
Cl -6.00 -0.85 -5.57
Cl -5.27 0.97 -7.68
Cl -4.12 -1.68 -7.61
C 4.06 -4.19 -4.16
Cl 4.99 -3.26 -5.34
Cl 2.62 -3.29 -3.69
Cl 3.58 -5.73 -4.88
Cl 5.05 -4.49 -2.73
C -8.70 1.20 2.52
Cl -8.18 -0.39 3.08
Cl -10.45 1.22 2.33
Cl -8.22 2.42 3.71
Cl -7.93 1.57 0.97
C 8.88 -3.06 1.44
Cl 9.62 -2.27 0.04
Cl 7.77 -1.94 2.22
Cl 7.99 -4.49 0.89
Cl 10.13 -3.55 2.58
C 9.28 2.93 -12.50
Cl 7.83 3.85 -12.12
Cl 10.37 3.91 -13.49
Cl 10.10 2.47 -11.00
Cl 8.83 1.47 -13.40
*
```

* strongest force on any atom: 0.77 eV Å⁻¹
* LUMO level: -0.1 eV
* HOMO energy: -10.29 eV
* E: -34677.00126 hartree
* molar mass: 2923.0 g/mol
* gap between HOMO and LUMO: 10.195 eV

Mulliken population analysis, charges in e, atoms 1 to 6: O -0.32; S 0.75; O -0.51; O -0.25; C -0.67; C 0.36

Q: Which of these has the lowest strongest force on any atom?
A: C27H24MnN4O9P

Q: E of number 1 (C70H60As2BiBrN4O10P2Te)?
A: -11885.43604 hartree